# 1
This record from OMol25 describes C11H24F3InO8P as an isolated structure. The level of theory is wB97M-V/def2-TZVPD.

Summary:
M (g/mol): 487.1
Orbital gap (hartree): 0.2610
Relative energy (zero: lowest compared OMol25 entry of this formula, charge and spin) (eV): 0.000
Maximum force (eV Å⁻¹): 0.31

ORCA input file:
```
! RIJCOSX wB97M-V def2-TZVPD def2/J DEFGRID3
* xyz -1 1
C 1.5513 0.2552 1.1471
C 1.7208 1.1953 -0.0557
C 0.5355 1.2196 -1.0416
O -0.2666 0.0721 -0.9176
C -1.5859 0.2794 -1.4460
In -2.9416 1.5038 -0.1909
C -4.9951 1.3878 -1.0085
C -6.1191 1.3918 0.0154
O -7.1164 2.3497 -0.3195
C -6.7865 0.0280 0.1636
F -7.9172 0.1007 0.9025
F -7.1320 -0.5545 -0.9958
F -5.9624 -0.8303 0.7971
P -2.2695 3.9826 -0.4383
O -2.1084 4.4648 -1.8288
O -0.8806 4.3108 0.3941
O -3.3324 4.9826 0.3296
H 2.0069 0.6824 2.0439
H 2.0325 -0.7079 0.9692
H 0.4961 0.0735 1.3502
H 1.8720 2.2179 0.3015
H 2.6329 0.9286 -0.5977
H -0.0672 2.1222 -0.8815
H 0.9122 1.2833 -2.0745
H -2.0268 -0.7171 -1.5445
H -1.5106 0.6981 -2.4611
H -2.8637 1.0443 1.5157
H -5.1445 2.2549 -1.6543
H -5.0471 0.5017 -1.6432
H -5.7368 1.5863 1.0280
H -7.5802 2.5988 0.4870
H -0.8276 3.7702 1.1928
H -3.5262 4.6415 1.2118
C 5.6094 -4.5389 2.3488
C 6.3726 -3.3383 1.8362
O 6.4304 -3.3208 0.3969
C 5.3290 -2.8606 -0.2025
O 4.3404 -2.4515 0.3467
O 5.5075 -2.9281 -1.5216
C 4.3955 -2.4354 -2.2849
H 6.0411 -5.4608 1.9574
H 5.6611 -4.5685 3.4380
H 4.5620 -4.4830 2.0570
H 7.4167 -3.3697 2.1423
H 5.9259 -2.4073 2.1828
H 4.1412 -1.4223 -1.9815
H 3.5270 -3.0765 -2.1467
H 4.7244 -2.4565 -3.3191
*
```

Partial charges, Mulliken, in e: number 1, C, carries -0.942; number 2, C, carries -0.507; number 3, C, carries 0.029; number 4, O, carries -0.364; number 5, C, carries -0.893; number 6, In, carries 0.976; number 7, C, carries -1.385; number 8, C, carries 0.190; number 9, O, carries -0.582; number 10, C, carries 0.716; number 11, F, carries -0.304; number 12, F, carries -0.271; number 13, F, carries -0.251; number 14, P, carries 0.524; number 15, O, carries -0.701; number 16, O, carries -0.550; number 17, O, carries -0.558; number 18, H, carries 0.337; number 19, H, carries 0.179; number 20, H, carries 0.283; number 21, H, carries 0.295; number 22, H, carries 0.283; number 23, H, carries -0.073; number 24, H, carries 0.228; number 25, H, carries 0.303; number 26, H, carries 0.346; number 27, H, carries -0.385; number 28, H, carries 0.447; number 29, H, carries 0.435; number 30, H, carries 0.259; number 31, H, carries 0.332; number 32, H, carries 0.320; number 33, H, carries 0.294; number 34, C, carries -1.085; number 35, C, carries -0.179; number 36, O, carries -0.382; number 37, C, carries 0.789; number 38, O, carries -0.553; number 39, O, carries -0.350; number 40, C, carries -0.538; number 41, H, carries 0.297; number 42, H, carries 0.352; number 43, H, carries 0.305; number 44, H, carries 0.291; number 45, H, carries 0.309; number 46, H, carries 0.225; number 47, H, carries 0.292; number 48, H, carries 0.217

---

# 2
This record from OMol25 describes C11H24F6NO13RbS5 as an isolated structure. The level of theory is wB97M-V/def2-TZVPD.

Summary:
M (g/mol): 738.1
Orbital gap (hartree): 0.2303
Relative energy (zero: lowest compared OMol25 entry of this formula, charge and spin) (eV): 5.115
Maximum force (eV Å⁻¹): 7.97

ORCA input file:
```
! RIJCOSX wB97M-V def2-TZVPD def2/J DEFGRID3
* xyz 0 1
Rb -19.7585 -18.2436 -7.8906
C -20.7037 -20.1010 -1.8428
F -21.5172 -20.8615 -2.5987
F -20.7169 -18.8911 -2.4468
F -21.2132 -19.9675 -0.6519
S -18.9278 -20.8464 -1.6881
O -18.6143 -20.6582 -0.2678
O -19.1034 -22.2754 -1.9862
N -18.0051 -19.9299 -2.8915
S -17.0068 -19.2681 -1.9787
O -17.5581 -18.1701 -1.1792
O -16.0161 -20.1676 -1.2664
C -15.8901 -18.4094 -3.2881
F -15.2661 -19.2589 -4.0873
F -16.6092 -17.6048 -4.0440
F -14.9657 -17.6544 -2.7776
O -24.6701 -19.6024 -12.1195
S -24.9164 -19.7672 -13.5689
O -25.2944 -21.1401 -13.9759
O -26.0857 -18.7917 -14.0535
C -26.9403 -19.0361 -15.1073
C -28.2124 -18.1295 -14.7658
C -23.5452 -19.0861 -14.6793
H -27.2755 -20.0728 -15.0769
H -26.5441 -18.9761 -16.1210
H -28.9994 -18.2030 -15.5164
H -27.9597 -17.0728 -14.6794
H -28.7251 -18.4034 -13.8437
H -22.5964 -19.5833 -14.4778
H -23.4500 -18.0437 -14.3754
H -23.9014 -19.1150 -15.7091
O -17.3319 -25.4660 -9.7968
S -18.0653 -24.7381 -8.7696
O -18.4802 -23.3417 -9.1423
O -19.4048 -25.5802 -8.4381
C -20.2889 -24.9687 -7.5429
C -21.7344 -25.3159 -7.8926
C -17.2199 -24.8277 -7.1415
H -20.0964 -23.8998 -7.4504
H -20.1057 -25.4608 -6.5878
H -22.3782 -24.9307 -7.1018
H -21.8958 -26.3865 -8.0179
H -21.9931 -24.7227 -8.7697
H -17.0597 -25.8903 -6.9593
H -17.8037 -24.4187 -6.3169
H -16.2594 -24.3148 -7.0902
O -13.8243 -14.6814 -14.1373
S -14.7837 -15.7921 -14.0578
O -15.7831 -15.8715 -12.9685
O -15.6488 -15.8575 -15.5084
C -14.8856 -15.9069 -16.8281
C -15.0083 -14.6100 -17.5894
C -13.9320 -17.4489 -14.2053
H -15.3948 -16.6542 -17.4367
H -13.8633 -16.2801 -16.7672
H -14.4726 -14.6636 -18.5372
H -14.6519 -13.7747 -16.9865
H -16.0664 -14.3795 -17.7137
H -13.2088 -17.3770 -15.0177
H -14.6326 -18.1458 -14.6653
H -13.5271 -17.8081 -13.2592
*
```

Partial charges, Mulliken, in e: number 1, Rb, carries 1.001; number 2, C, carries 0.672; number 3, F, carries -0.235; number 4, F, carries -0.246; number 5, F, carries -0.217; number 6, S, carries 0.996; number 7, O, carries -0.543; number 8, O, carries -0.658; number 9, N, carries -0.442; number 10, S, carries 1.067; number 11, O, carries -0.637; number 12, O, carries -0.646; number 13, C, carries 0.605; number 14, F, carries -0.238; number 15, F, carries -0.264; number 16, F, carries -0.216; number 17, O, carries -0.581; number 18, S, carries 1.113; number 19, O, carries -0.630; number 20, O, carries -0.263; number 21, C, carries -0.225; number 22, C, carries -1.165; number 23, C, carries -0.872; number 24, H, carries 0.305; number 25, H, carries 0.342; number 26, H, carries 0.377; number 27, H, carries 0.313; number 28, H, carries 0.308; number 29, H, carries 0.360; number 30, H, carries 0.322; number 31, H, carries 0.297; number 32, O, carries -0.591; number 33, S, carries 1.106; number 34, O, carries -0.615; number 35, O, carries -0.278; number 36, C, carries -0.220; number 37, C, carries -1.308; number 38, C, carries -0.870; number 39, H, carries 0.454; number 40, H, carries 0.290; number 41, H, carries 0.370; number 42, H, carries 0.317; number 43, H, carries 0.328; number 44, H, carries 0.330; number 45, H, carries 0.331; number 46, H, carries 0.356; number 47, O, carries -0.575; number 48, S, carries 1.133; number 49, O, carries -0.577; number 50, O, carries -0.333; number 51, C, carries -0.193; number 52, C, carries -1.083; number 53, C, carries -0.921; number 54, H, carries 0.335; number 55, H, carries 0.246; number 56, H, carries 0.342; number 57, H, carries 0.296; number 58, H, carries 0.291; number 59, H, carries 0.326; number 60, H, carries 0.352; number 61, H, carries 0.360

---

HOMO list, top to bottom, in Ha: -0.17592; -0.31012